(1)
# C34H62Cl2IN2O10P2

A cluster of 3 separate species, C34H62Cl2IN2O10P2 in total at a distorted geometry (ωB97M-V with the def2-TZVPD basis set, OMol25).

Spin multiplicity: 1
Frontier orbital gap in eV: 5.47
Total charge: +1

Geometry (Å):
H: -5.381 -2.616 5.331
I: 0.090 2.493 1.641
H: 4.964 -0.352 -4.637
H: 6.851 3.559 0.808
H: 1.304 -4.847 3.462
H: 5.505 -1.668 -3.328
H: -0.370 -1.937 -1.518
H: -2.339 7.922 1.113
H: -3.902 -5.913 1.044
C: -2.903 6.301 -2.366
P: -4.876 -3.192 2.223
C: 7.373 4.064 -1.385
H: -7.344 -4.016 3.390
Cl: 3.149 2.209 -4.041
O: 3.180 -8.045 4.218
C: 0.673 -1.804 -1.005
C: 5.145 -0.554 -3.496
H: 0.424 -9.729 0.943
C: 1.381 -5.604 2.677
H: 4.582 3.957 -1.520
P: 2.356 -8.023 2.697
H: -2.064 3.064 -2.511
C: -1.052 5.428 -0.267
O: 1.532 -8.000 1.176
C: -4.088 7.317 -2.929
H: 1.598 -2.021 -1.688
H: -1.159 -0.560 -4.825
C: 0.807 -0.367 -0.157
H: -7.973 -3.289 1.870
H: 8.461 3.607 -1.352
H: -4.664 2.539 -0.597
C: -3.961 8.768 -0.508
H: -5.532 9.290 -2.354
H: 2.837 1.274 1.086
O: -6.318 -2.353 2.682
C: -4.464 -2.821 4.771
C: 3.787 3.279 0.622
H: -3.585 4.105 -0.307
H: -4.614 7.192 -3.980
H: -0.330 6.135 0.369
C: -2.766 7.734 0.040
C: 0.932 0.947 -1.192
C: -2.212 6.461 -0.889
H: 6.826 3.879 -2.426
H: -8.218 -2.475 3.425
H: 4.375 1.164 0.012
C: 0.725 -2.981 0.183
H: -2.583 5.432 -3.113
H: -3.715 -3.234 5.452
H: -4.082 -1.885 4.346
H: -4.339 9.631 0.195
C: 3.339 1.748 0.120
H: 0.826 5.435 -1.547
C: -0.128 2.071 -0.549
H: -3.172 1.555 -2.326
C: 1.744 3.237 -1.510
H: 1.466 -7.944 5.410
C: -1.384 0.123 -3.900
N: -0.650 -3.479 0.678
C: 6.377 3.353 -0.249
H: -4.456 3.852 -1.984
H: -2.347 -5.757 1.872
H: -0.265 2.140 -3.319
H: 6.384 2.192 -0.436
H: -0.356 -8.440 1.923
H: 2.447 4.049 -1.996
H: 4.009 -0.699 -1.496
H: -1.406 -3.105 0.030
H: -0.626 4.698 -2.489
C: 3.488 1.349 -2.392
H: 2.861 3.940 0.939
H: 4.534 1.818 -2.056
C: -3.395 -5.444 1.888
H: 5.986 0.140 -3.058
H: -1.635 4.709 0.444
H: 0.646 0.957 -4.456
O: 1.833 -9.437 2.982
H: 1.751 -0.511 0.515
O: 0.637 0.280 -2.440
C: 2.410 1.730 -1.221
C: -4.668 8.571 -1.997
O: -5.692 -4.157 1.351
H: -0.223 -8.275 0.164
H: 7.423 5.223 -1.192
H: 0.548 -5.480 1.979
O: -3.435 -4.031 1.763
H: -3.839 -5.784 2.827
C: -1.713 1.693 -0.587
H: 4.954 5.135 -0.003
O: 1.857 -3.459 0.704
H: 2.363 -9.491 5.451
C: 2.457 -8.406 5.384
C: 3.789 -0.265 -2.563
C: 4.848 4.018 -0.382
C: -0.123 4.723 -1.406
C: 0.277 -8.653 1.061
H: 4.381 3.083 1.639
C: -2.630 2.426 -1.712
C: -0.031 1.013 -3.473
O: -4.746 -3.771 3.760
H: 2.910 -0.833 -3.130
H: -0.152 -0.332 0.511
H: -1.776 0.515 -0.774
Cl: -2.479 1.919 1.127
H: -0.878 -3.060 1.612
O: 1.302 -6.890 3.264
H: 2.328 -5.465 2.141
N: 0.408 3.357 -1.104
H: -2.182 0.937 -4.231
C: -7.522 -3.087 2.845
C: -3.913 3.299 -1.085
H: -1.801 -0.439 -2.961
H: 3.019 -8.058 6.254

***

(2)
# C42H50B2Br2F8N2O2P

A cluster of 6 separate species, C42H50B2Br2F8N2O2P in total at a distorted geometry (ωB97M-V with the def2-TZVPD basis set, OMol25).

Spin multiplicity: 1
Frontier orbital gap in eV: 7.47
Total charge: +1

Geometry (Å):
H: -3.602 -4.414 1.618
H: -2.148 -3.475 1.702
F: 0.043 1.489 0.444
C: 1.892 2.361 3.424
F: -2.373 -1.231 3.380
C: -3.207 -3.449 1.931
H: -5.917 -3.752 1.747
C: 7.506 7.890 -5.806
H: 9.181 7.803 -4.468
C: 8.103 7.810 -4.555
C: 7.119 4.545 -1.118
H: 6.017 5.988 0.017
C: 1.399 2.421 2.129
H: 0.887 -2.891 1.352
H: 8.120 7.949 -6.695
F: 5.181 7.663 -2.437
H: 8.461 -1.708 3.790
C: 3.507 -1.698 -0.443
H: -7.549 -1.451 -1.015
C: 5.333 7.813 -4.779
H: 1.172 -2.253 -2.849
C: -6.878 -4.163 -0.013
H: 8.091 4.852 -0.751
H: -7.902 -0.117 0.791
H: 6.363 -1.543 2.466
C: -4.080 0.912 0.477
H: 5.776 2.274 -3.236
C: -5.365 -1.615 -0.773
O: -8.827 -5.784 0.331
C: 5.945 7.739 -3.545
H: 5.657 7.960 -6.891
F: -2.887 -4.616 3.876
H: 0.363 -0.478 4.469
P: -5.633 0.105 -0.122
H: -6.742 -2.418 1.138
C: -8.692 -4.972 -3.072
H: 3.222 -2.084 1.648
C: 0.531 1.437 1.701
C: 7.270 -0.326 0.964
H: -9.429 -2.359 -1.115
C: 4.725 4.752 -1.169
Br: -0.560 -2.993 4.307
H: -6.673 -1.716 -2.484
H: 1.683 3.218 1.454
H: -6.277 -5.055 -0.136
H: -3.095 -1.790 0.638
C: -3.301 -3.421 3.438
C: 5.811 3.084 -2.520
Br: -5.122 -3.192 4.101
N: -8.945 -3.818 1.723
H: -9.093 -4.571 -3.999
H: -4.522 -3.513 -0.319
H: -7.755 -5.452 -3.331
H: 3.691 3.378 -2.451
C: 9.565 0.241 1.252
B: -8.507 -3.786 -2.058
F: -2.802 -2.040 5.277
H: -4.206 -1.519 1.933
H: -6.988 1.135 1.532
H: -4.170 1.150 1.531
H: 1.910 1.276 5.275
C: 7.269 -1.052 2.137
F: 6.131 -0.244 0.238
H: 7.764 7.683 -2.428
F: -0.345 -3.057 -0.905
C: 1.478 -2.571 0.505
C: 8.398 0.321 0.508
C: 5.959 5.172 -0.690
C: 7.027 3.512 -2.029
C: -6.717 -2.007 -1.446
C: -3.875 -2.262 1.217
C: 8.443 -1.136 2.872
C: -6.926 0.112 1.192
H: -6.353 -4.002 -2.072
C: 7.319 7.738 -3.413
H: 10.456 0.750 0.910
C: -2.361 -2.346 4.067
H: -0.535 -0.353 2.149
C: 2.779 -2.115 0.661
H: -8.956 -2.819 1.509
O: -9.595 -3.027 -1.799
C: 0.930 -2.610 -0.758
H: -6.741 -0.504 2.078
C: 6.123 7.894 -5.917
C: -7.059 -3.517 -1.412
B: -8.257 -4.618 0.674
H: -9.747 -5.637 0.051
F: 8.155 2.904 -2.448
H: -4.645 -1.563 -1.576
H: 4.253 7.807 -4.844
H: -9.383 -5.724 -2.704
C: -4.935 -2.676 0.240
H: 4.520 -1.335 -0.318
H: 10.502 -0.553 3.010
H: 8.358 0.878 -0.420
C: 1.635 -2.206 -1.871
H: -8.405 -3.882 2.589
C: 9.589 -0.489 2.432
H: -3.980 1.844 -0.055
C: 4.652 3.708 -2.080
C: 2.933 -1.742 -1.708
H: 3.820 5.241 -0.832
N: -6.153 -3.221 0.905
H: -3.186 0.343 0.266
C: 0.649 0.340 3.816
C: 0.147 0.399 2.523
H: 3.497 -1.413 -2.569
H: 2.568 3.129 3.776
C: 1.520 1.322 4.267